Below is a structure of composition C30H48N6O9RuSi2, with properties calculated with ωB97M-V with the def2-TZVPD basis set.

Geometry as XYZ:
```
96
Properties=species:S:1:pos:R:3:forces:R:3
Ru 1.30444 -0.64060 0.72373 -0.7 -1.1 0.8
N 0.71119 -0.77415 3.09647 -0.2 0.3 -0.4
C -0.66905 -1.29657 3.03380 -0.1 -0.3 -0.1
C -1.24159 -1.51912 4.44127 -0.2 -0.1 -0.2
C -2.69021 -2.01944 4.61387 0.2 0.1 -0.4
C -3.81247 -1.16637 3.98703 0.1 -0.2 0.3
N -4.05064 -1.31399 2.55313 0.4 -0.3 -0.2
C -4.53630 -2.40204 1.95426 -0.1 0.6 0.4
N -5.10679 -3.36808 2.68213 0.2 -0.1 -0.1
N -4.60095 -2.45072 0.63156 0.3 0.0 -0.8
C -0.64713 -2.53770 2.08414 -0.6 0.1 0.7
O -1.52339 -3.38390 2.17053 -0.1 0.2 0.1
O 0.32782 -2.55822 1.25876 0.7 0.7 -0.8
H 1.31966 -1.43563 3.56723 0.1 0.0 0.0
H 0.74903 0.10976 3.59154 0.0 0.0 0.0
H -1.25529 -0.53200 2.51954 -0.1 0.1 -0.1
H -1.15794 -0.56165 4.96703 0.1 0.0 0.0
H -0.58218 -2.22241 4.95741 -0.1 0.0 0.1
H -2.88151 -2.03307 5.68909 -0.1 0.0 0.0
H -2.75428 -3.04284 4.25271 0.0 -0.1 0.0
H -3.61097 -0.10956 4.16331 -0.1 0.0 -0.1
H -4.75292 -1.39395 4.49478 0.0 0.1 0.1
H -3.66810 -0.61963 1.93644 0.1 0.1 -0.1
H -4.95942 -3.40324 3.67417 0.0 0.0 0.0
H -5.31325 -4.24568 2.23790 0.0 -0.1 0.0
H -4.03026 -1.86236 0.01670 0.0 -0.2 0.5
H -4.92763 -3.29767 0.19812 0.0 0.0 0.0
C 5.89301 0.94702 0.36014 -0.3 0.0 -0.1
Si 4.02838 0.68556 0.28317 0.4 0.1 0.3
C 3.18851 2.09337 1.26160 0.1 -0.2 -0.3
C 3.41650 0.64614 -1.50933 0.0 0.0 0.4
C 3.52119 -0.90046 1.15540 -1.3 0.3 -1.0
Si 3.86684 -2.62790 0.48014 0.2 -0.2 0.1
C 5.68668 -2.77009 -0.00145 -0.3 0.0 0.1
C 2.79124 -2.98187 -1.04079 0.1 0.2 0.3
C 3.43482 -3.86127 1.84013 0.1 0.2 -0.2
H 6.15988 1.96972 0.08527 0.0 0.0 0.0
H 6.41360 0.26923 -0.31830 0.0 0.0 0.0
H 6.26366 0.76311 1.37004 0.0 0.0 0.0
H 3.11360 3.01419 0.67902 0.0 0.0 0.0
H 3.76875 2.31888 2.15831 0.0 0.0 0.0
H 2.18236 1.81184 1.58904 0.0 0.1 0.1
H 3.58297 1.60877 -1.99701 0.0 0.0 0.0
H 2.34537 0.42092 -1.57113 0.0 0.1 -0.2
H 3.93763 -0.11569 -2.09277 0.0 0.0 0.0
H 3.55886 -0.83067 2.24518 0.1 0.0 0.0
H 5.90272 -2.21450 -0.91608 0.0 0.0 0.0
H 5.94428 -3.81723 -0.17253 0.0 0.0 0.0
H 6.33424 -2.38878 0.79005 0.0 0.0 0.0
H 3.20906 -2.54821 -1.94989 0.0 0.1 0.0
H 1.76700 -2.61675 -0.90243 0.0 -0.1 -0.2
H 2.71691 -4.06079 -1.18878 0.0 0.0 0.0
H 3.96645 -3.64592 2.76970 0.0 0.0 0.0
H 3.69733 -4.87675 1.53681 0.0 0.0 0.0
H 2.36125 -3.83948 2.03663 0.0 0.0 0.0
C -3.51519 6.64818 -0.37299 0.0 0.0 0.0
C -2.70919 5.39125 -0.26392 0.1 -0.1 0.0
C -3.06797 4.37958 0.62299 0.0 0.0 0.0
C -2.30479 3.23733 0.76541 0.1 -0.1 0.0
C -2.77184 2.15437 1.69210 0.1 0.0 0.0
C -1.11525 3.10119 0.00733 -0.3 0.2 0.1
C -0.15031 2.05743 0.24320 0.2 -0.1 -0.1
O -0.20020 1.15927 1.09414 0.2 0.1 0.0
C -0.78885 4.08061 -0.96082 0.0 -0.1 0.0
C 0.39729 3.95274 -1.88305 0.0 0.1 0.1
C -1.58790 5.20250 -1.06804 -0.1 0.1 0.0
H -4.35630 6.64343 0.31685 0.0 0.0 0.0
H -3.89719 6.77796 -1.38666 0.0 0.0 0.0
H -2.88814 7.51388 -0.15395 0.0 0.0 0.0
H -3.97000 4.49290 1.21285 0.0 0.0 0.0
H -3.78163 2.35558 2.04736 0.0 0.1 0.0
H -2.10306 2.05687 2.54893 0.0 -0.1 0.0
H -2.75699 1.21047 1.14579 0.0 -0.1 0.1
H 0.74671 2.12198 -0.38572 -0.1 -0.1 0.0
H 1.31844 4.25698 -1.37972 0.0 0.0 0.0
H 0.26103 4.61127 -2.73795 0.0 0.0 0.0
H 0.52677 2.93702 -2.25500 0.0 0.0 -0.1
H -1.33673 5.95917 -1.80268 0.0 0.0 0.0
O -2.01477 -1.07468 -1.27485 0.1 0.0 0.1
C -0.92229 -0.79987 -1.76956 -1.0 0.0 -0.2
O 0.10498 -0.36611 -1.14869 1.3 -0.2 0.5
C -0.73781 -0.86950 -3.28052 0.3 0.0 0.2
C -1.76871 -0.58337 -4.15967 -0.2 0.0 0.0
C -1.51263 -0.56403 -5.52188 0.3 0.0 0.3
C -0.26232 -0.83442 -6.04274 0.1 0.0 -0.2
C 0.74921 -1.12702 -5.14628 -0.5 0.1 0.2
C 0.52881 -1.14427 -3.78122 0.1 0.0 -0.1
N 2.10057 -1.39631 -5.65410 0.4 0.0 0.0
O 3.00990 -1.40973 -4.84164 -0.2 0.0 -0.1
O 2.22720 -1.57676 -6.84481 0.0 0.0 0.1
N -2.60315 -0.20897 -6.44667 -0.2 -0.1 -0.2
O -3.67273 0.09309 -5.95533 0.1 0.0 -0.1
O -2.36447 -0.25913 -7.63528 0.0 0.1 0.2
H -2.76431 -0.36749 -3.79849 0.0 0.0 0.0
H -0.08153 -0.80661 -7.10652 0.0 0.0 0.0
H 1.34237 -1.37834 -3.11499 0.1 0.1 0.1
```
Positions in Å, forces in eV/Å.

Computed properties:
M in g mol⁻¹: 793.99
HOMO-LUMO gap (alpha / beta) in eV: 7.54 / 7.42
Calculated total energy in eV: -77585.407
Charge: +1
Spin multiplicity: 6
⟨S²⟩: 8.757
LUMO (alpha / beta) in eV: -2.99 / -4.12


Below is a cluster of 10 separate species, C30H48O30 in total, with properties calculated with ωB97M-V with the def2-TZVPD basis set.

Geometry as XYZ:
```
108
Properties=species:S:1:pos:R:3:forces:R:3
C -4.62896 -5.53284 -6.64805 -1.5 -0.2 -0.5
O -4.00065 -4.36872 -6.19454 0.9 1.7 0.4
C -4.34522 -3.12927 -6.67912 0.0 -1.7 -0.6
O -5.16733 -2.88577 -7.51140 -0.7 -0.3 -0.2
O -3.54935 -2.25935 -6.12881 1.3 0.0 1.5
C -3.72094 -0.87281 -6.29912 -0.6 0.9 -0.2
H -4.36800 -6.37814 -6.01127 0.4 0.3 0.1
H -4.40827 -5.77351 -7.68798 0.2 0.1 0.0
H -5.70523 -5.38658 -6.55656 -0.2 -0.2 -0.2
H -3.34924 -0.53076 -7.26500 0.0 -0.1 0.0
H -3.19306 -0.36257 -5.49345 0.3 -0.3 -0.1
H -4.75890 -0.55592 -6.19745 -0.2 -0.3 -0.2
C 0.84956 8.66606 -8.29918 -2.2 -0.6 -1.5
O 1.34509 8.30877 -7.05013 -0.7 -1.3 2.4
C 0.45031 7.52822 -6.26001 -0.4 0.9 -0.4
O -0.64649 7.10530 -6.56609 1.7 0.8 -0.2
O 0.99613 7.41139 -5.04763 1.0 0.9 -1.3
C 0.23807 7.03165 -3.94067 -1.0 -0.4 1.3
H 0.39466 7.77652 -8.73497 0.3 -0.1 -0.5
H 1.52248 9.12582 -9.02299 0.7 -0.3 0.8
H -0.01954 9.32250 -8.25601 0.1 0.4 0.5
H 0.66678 7.50855 -3.05927 0.5 -0.2 -0.2
H 0.21476 5.94832 -3.82259 0.1 0.0 0.0
H -0.79498 7.37798 -3.90956 -0.1 0.1 -0.8
C 11.04271 3.06688 8.36604 0.9 -0.9 0.4
O 10.53919 2.97962 7.03701 -0.4 1.3 0.6
C 11.25114 2.29882 6.18701 3.8 -1.9 -1.4
O 12.50658 2.25034 6.06138 -4.2 0.3 0.6
O 10.38266 1.54707 5.48338 -0.4 1.9 1.3
C 10.83218 0.59946 4.59674 0.5 -0.6 -1.5
H 11.10645 2.03108 8.69945 -0.7 0.0 0.6
H 10.38249 3.70596 8.95238 0.2 -0.2 -0.2
H 12.09849 3.31974 8.46344 -0.1 0.9 -0.6
H 11.14521 -0.28317 5.15449 0.1 -0.1 -0.3
H 11.61998 0.97565 3.94411 0.3 -0.1 0.3
H 9.99205 0.41547 3.92708 0.0 -0.4 0.2
C -10.72448 5.58217 -5.38601 0.3 1.1 1.1
O -10.14627 4.40904 -4.81155 -0.2 -1.2 -1.0
C -9.58614 4.39472 -3.61382 0.6 0.1 0.5
O -9.59621 5.35180 -2.86188 0.6 -2.0 -0.3
O -9.00791 3.10344 -3.47427 -0.4 2.5 -0.9
C -8.29617 2.80897 -2.28165 -1.4 -0.5 1.4
H -10.17699 5.86873 -6.28394 -0.1 -0.4 0.0
H -10.62496 6.39646 -4.66828 0.1 0.1 0.0
H -11.79475 5.49048 -5.57096 0.2 -0.6 -0.1
H -8.11431 1.73652 -2.21170 0.1 0.0 -0.8
H -9.05085 2.93306 -1.50502 0.5 0.5 0.6
H -7.35966 3.31452 -2.04616 -0.3 0.5 -0.5
O -0.40272 4.10580 4.29433 1.8 1.0 2.5
C 0.41674 4.42602 5.14676 0.0 -1.1 -2.2
O 0.39912 5.44368 5.99516 -1.2 0.8 1.0
C 1.66972 5.61322 6.64535 0.0 -0.3 -0.3
C 2.35552 4.26768 6.42315 -1.0 1.1 -0.4
O 1.62365 3.79612 5.28529 0.4 -0.8 -0.4
H 2.14879 6.41376 6.08168 0.3 0.0 0.3
H 1.62049 5.83827 7.71072 -0.6 0.3 -0.2
H 2.19223 3.57244 7.24659 0.3 0.0 0.0
H 3.39424 4.52621 6.21744 0.1 -0.9 -0.2
O -0.61087 -4.51156 7.48385 4.3 0.6 -0.7
C 0.57239 -4.26635 7.18139 -3.9 -0.7 -0.1
O 0.95878 -3.20911 6.48018 -1.3 2.2 -0.3
C 2.35071 -3.21079 6.22771 -0.8 1.1 -1.7
C 2.80693 -4.21956 7.15451 1.8 -1.6 -0.3
O 1.64882 -5.03490 7.33836 0.5 -0.8 1.7
H 2.49840 -3.54428 5.20053 -0.1 0.2 -0.2
H 2.79765 -2.22407 6.34907 -0.3 0.0 0.1
H 3.28399 -3.76280 8.02162 -0.5 -0.6 0.6
H 3.51715 -4.81376 6.57952 0.3 -0.3 0.8
O -6.89666 -5.68232 1.15603 -2.8 -4.1 1.2
C -7.65392 -6.59520 1.55953 1.1 3.1 -1.5
O -8.51519 -7.36967 0.78335 1.3 0.9 0.2
C -9.34763 -8.14584 1.63735 -2.1 0.6 -2.7
C -8.98924 -7.76720 2.97732 1.4 -1.0 2.3
O -7.86260 -6.85194 2.86369 -0.7 -0.9 0.1
H -10.39557 -7.85897 1.54998 -0.1 0.1 -1.0
H -9.32282 -9.20924 1.39928 0.6 0.1 -0.1
H -8.73352 -8.77049 3.31804 0.9 0.6 1.6
H -9.81036 -7.37909 3.58001 0.4 0.4 -0.1
O 5.74211 7.88526 -0.51171 0.7 -2.1 -1.6
C 6.10876 7.10170 -1.37637 -2.4 0.6 4.4
O 6.65499 7.46202 -2.47146 1.0 1.5 -2.6
C 6.85116 6.37040 -3.31925 1.0 -1.9 -0.2
C 6.67136 5.18280 -2.35775 1.4 -0.7 -2.0
O 5.97202 5.71943 -1.32183 -1.4 1.8 1.7
H 6.10872 6.20048 -4.09899 -0.1 1.1 -0.1
H 7.86028 6.38252 -3.73111 -0.2 0.3 -0.1
H 7.60012 4.77026 -1.96366 0.2 -0.1 -0.3
H 6.13354 4.44660 -2.95512 -0.2 -0.4 0.7
O 3.30056 -1.53397 -0.74263 0.2 -0.6 0.3
C 2.18535 -1.79994 -0.43635 -1.2 1.9 -0.8
O 1.65015 -2.94658 -0.09882 -0.7 -2.4 1.1
C 0.22695 -2.82242 0.13610 -0.7 -1.0 -0.5
C -0.04952 -1.38137 0.04291 0.9 0.6 1.3
O 1.18308 -0.87032 -0.47249 -0.5 1.3 -0.7
H -0.38761 -3.31733 -0.61588 0.8 -0.7 -0.2
H -0.16903 -3.11869 1.10745 1.0 -0.8 0.1
H -0.12894 -1.04935 1.07807 -0.3 0.8 -0.2
H -0.99538 -1.23805 -0.47951 0.6 0.8 -0.5
O 0.15018 -10.63868 -3.11385 0.6 -0.3 4.1
C 0.35358 -10.60149 -1.88935 -1.2 0.9 -5.1
O 0.06351 -9.47555 -1.15355 0.7 -1.4 -0.6
C 0.78281 -9.66142 0.04741 -1.1 1.6 1.4
C 0.95103 -11.11930 0.15649 2.2 -0.8 1.6
O 0.90380 -11.58446 -1.15984 -0.9 0.2 -0.8
H 1.71424 -9.09547 0.06285 0.0 0.0 -0.3
H 0.14856 -9.32919 0.86927 0.2 0.4 0.0
H 0.28304 -11.59202 0.87652 -0.4 -0.3 -0.6
H 1.97429 -11.29360 0.48917 -0.1 -0.4 0.3
```
Positions in Å, forces in eV/Å.

Computed properties:
M in g mol⁻¹: 888.68
SMILES: COC(=O)OC.COC(=O)OC.COC(=O)OC.COC(=O)OC.O=C1OCCO1.O=C1OCCO1.O=C1OCCO1.O=C1OCCO1.O=C1OCCO1.O=C1OCCO1
HOMO-LUMO gap in eV: 10.77
Calculated total energy in eV: -93307.589
Charge: 0
Energy above the lowest of the compared OMol25 structures with the same formula, charge and spin in kJ/mol: 640.7
LUMO in eV: 0.12


Below is a structure of composition C30H48P2Ru, with properties calculated with ωB97M-V with the def2-TZVPD basis set.

Geometry as XYZ:
```
81
Properties=species:S:1:pos:R:3:forces:R:3
Ru -0.14347 -0.06062 1.81105 -1.7 0.7 2.2
C -0.43046 -2.33010 2.47165 0.5 1.1 0.5
C 0.95024 -2.63988 2.22550 0.2 0.9 0.4
C 0.89642 -0.94594 3.80091 -1.4 -0.2 -0.8
C -0.48468 -1.30463 3.50577 1.4 -1.4 0.3
C 1.75121 -1.79537 3.02780 -0.3 -0.6 -0.4
C -1.60847 -3.12663 2.05754 -0.4 -0.4 -0.1
H -1.40926 -3.67671 1.13412 -0.2 0.0 0.2
H -2.48947 -2.48902 1.91145 0.1 -0.2 0.0
H -1.86108 -3.86795 2.83272 0.0 0.2 -0.2
C -1.65472 -1.04927 4.38252 -0.5 0.2 0.1
H -2.57679 -1.32904 3.86714 0.0 0.1 0.2
H -1.73366 0.00284 4.66114 -0.1 -0.3 0.0
H -1.58568 -1.63385 5.31203 0.0 0.0 -0.3
C 1.32571 -0.10138 4.93686 0.3 0.4 0.3
H 1.47194 -0.71003 5.84520 0.0 0.1 -0.3
H 0.57746 0.65844 5.17893 0.3 -0.2 0.1
H 2.27320 0.40435 4.71093 -0.2 -0.1 0.2
C 3.23318 -1.78292 3.09577 0.4 0.0 -0.1
H 3.61001 -2.38027 3.93936 -0.1 0.2 -0.2
H 3.61480 -0.76070 3.22685 0.0 -0.2 0.0
H 3.66950 -2.19830 2.18008 0.0 0.0 0.2
C 1.44863 -3.70284 1.31891 0.2 -0.3 -0.4
H 1.82534 -4.57005 1.88256 -0.1 0.2 -0.1
H 2.27394 -3.34797 0.68549 -0.1 -0.1 0.2
H 0.65932 -4.06213 0.65189 0.1 0.0 0.1
C -1.82491 0.42573 -4.75623 0.2 4.3 -0.1
C -1.71287 -0.90585 -4.85120 0.6 -4.2 -1.1
C -0.82149 -1.64796 -5.80939 0.6 0.4 0.6
C 0.54631 -0.98851 -6.13963 -0.2 -0.4 -0.4
C 1.28178 -0.45027 -4.94822 0.1 0.1 0.5
C 1.17350 0.78146 -4.43381 0.3 -0.3 -0.2
C 0.27522 1.88193 -4.92093 0.2 0.3 0.2
C -1.06486 1.43639 -5.56772 -0.9 0.3 0.1
H -1.35053 -1.81602 -6.76501 -0.3 -0.1 0.3
H 0.42720 -0.24085 -6.93632 0.2 -0.3 0.2
H -0.62127 -2.64972 -5.39113 -0.3 0.3 -0.2
H -0.89706 1.11369 -6.60428 -0.1 -0.2 0.4
H -2.56667 0.86880 -4.07701 0.3 -0.4 -0.1
H -2.37346 -1.55108 -4.26311 0.1 0.3 -0.1
H -1.69524 2.33858 -5.61784 0.2 -0.3 0.0
H 0.03774 2.54320 -4.06723 0.1 -0.3 -0.4
H 1.84603 1.07847 -3.62171 -0.2 -0.2 -0.3
H 0.81703 2.50809 -5.65252 -0.3 -0.2 0.3
H 1.17628 -1.79370 -6.55046 -0.3 0.3 -0.1
H 1.99901 -1.16017 -4.51472 -0.2 0.5 0.0
P -0.99372 -0.18557 -0.27497 0.0 -0.2 0.0
P 1.53636 1.02916 0.74297 1.2 -0.6 0.2
C -0.19648 1.00252 -1.45799 -0.5 -0.1 -0.2
C 0.93564 1.81448 -0.82330 0.3 0.5 0.2
H -0.98789 1.66394 -1.84517 0.2 -0.1 0.2
H 0.16328 0.43485 -2.32676 -0.1 0.0 0.4
H 1.78943 1.90848 -1.51295 -0.2 0.1 0.2
H 0.58471 2.83023 -0.58622 0.2 -0.3 0.0
C 2.38118 2.22479 1.79981 0.3 0.7 -0.3
H 2.98323 1.68179 2.53841 -0.1 0.0 -0.2
H 1.65777 2.83943 2.34373 0.0 -0.1 -0.2
H 3.03673 2.88324 1.21882 0.0 0.0 0.2
C 2.83485 -0.11844 0.20554 0.6 0.3 -0.6
H 3.37047 0.30805 -0.65434 0.2 -0.3 0.2
H 2.41070 -1.09228 -0.07261 0.1 0.3 0.1
H 3.53954 -0.26844 1.03054 -0.2 0.0 -0.3
C -2.78140 0.03996 -0.31806 -0.4 -0.1 -0.5
H -3.23503 -0.78201 0.25165 0.1 0.2 -0.2
H -3.15585 0.01842 -1.34947 -0.2 0.0 0.2
H -3.06051 0.98926 0.15480 0.1 -0.3 -0.1
C -0.64206 -1.82269 -0.97083 -0.2 -0.2 -0.4
H 0.39553 -2.11516 -0.76027 -0.3 0.2 -0.1
H -0.81324 -1.82268 -2.05773 0.0 -0.1 0.2
H -1.31159 -2.54910 -0.49775 0.2 0.1 -0.2
C -2.20249 4.29615 3.07230 0.1 -0.2 0.1
C -1.69627 3.40760 4.02782 0.1 0.0 -0.4
C -1.11785 2.20366 3.61278 -0.1 0.4 0.2
C -1.04568 1.84813 2.26805 0.2 -0.7 -1.0
C -1.52466 2.75374 1.31498 -0.3 0.7 0.6
C -2.10701 3.96824 1.71738 0.1 -0.1 -0.2
H -2.64452 5.24616 3.38754 0.1 -0.4 -0.2
H -1.74396 3.64846 5.08610 0.0 0.0 -0.2
H -0.69389 1.53717 4.35618 -0.2 0.3 -0.1
H -1.43474 2.54143 0.25067 -0.2 0.1 0.2
H -2.48548 4.66477 0.96266 0.1 -0.2 0.3
```
Positions in Å, forces in eV/Å.

Computed properties:
M in g mol⁻¹: 571.73
HOMO-LUMO gap (alpha / beta) in eV: 4.36 / 2.19
Calculated total energy in eV: -53029.463
Charge: +2
Energy above the lowest of the compared OMol25 structures with the same formula, charge and spin in kJ/mol: 0.0
Spin multiplicity: 5
⟨S²⟩: 6.023
LUMO (alpha / beta) in eV: -6.19 / -10.67